Entry 1:
The following is a quantum chemistry calculation of C16H21ClN2O2S as an isolated structure, from OMol25.

```
! RIJCOSX wB97M-V def2-TZVPD def2/J DEFGRID3
* xyz 0 1
C -4.635 -1.657 0.083
H -4.433 -2.748 -0.029
H -5.567 -1.289 0.108
H -4.239 -1.251 -0.941
S -3.749 -1.180 1.267
C -2.138 -1.535 0.952
C -1.760 -0.837 -0.194
O -1.503 -1.311 -1.514
N -1.640 0.662 -0.404
C -1.130 1.314 -1.504
H -1.299 0.879 -2.326
C 0.157 1.959 -1.425
H 0.956 0.823 -1.388
H 0.565 2.548 -2.153
C 0.373 2.686 -0.181
H 1.356 2.940 0.238
H -0.149 3.465 -0.128
C -0.203 1.912 1.256
C -1.484 1.570 0.811
H -2.023 0.967 1.844
H -2.288 2.317 0.594
H -0.334 2.764 2.168
C 0.697 0.880 1.642
N 2.035 1.138 1.889
C 3.141 0.704 0.819
O 4.361 0.960 1.203
C 2.823 -0.766 0.108
C 3.097 -0.236 -1.278
C 2.684 -1.431 -2.047
C 2.264 -2.635 -1.651
C 2.023 -2.700 -0.423
C 2.276 -1.832 0.408
Cl 2.085 -2.057 2.245
H 1.591 -3.876 -0.043
H 1.954 -3.438 -2.427
H 2.989 -1.030 -3.172
H 3.513 0.546 -1.744
H 2.339 1.843 2.632
H 0.312 0.420 2.559
H 0.488 0.111 0.929
H -1.773 2.125 -1.484
H -1.570 -1.166 1.985
H -2.164 -2.559 0.717
*
```

Output
HOMO energy = -8.4 eV
calculated total energy = -1740.0669 Ha
ΔE to the lowest compared entry with this formula, charge and spin = 17.463 eV

Löwdin population analysis, charges in e, atoms 1 to 5: -0.531 0.077 0.011 0.103 0.886

Entry 2:
The following is a quantum chemistry calculation of one molecule with the formula C18H28N2O4S, from OMol25.

```
! RIJCOSX wB97M-V def2-TZVPD def2/J DEFGRID3
* xyz 0 1
C 4.867 2.787 1.248
C 3.686 3.117 0.337
C 3.846 4.480 -0.330
N 3.520 2.050 -0.635
S 1.974 1.823 -1.215
O 2.091 0.954 -2.349
O 1.268 3.064 -1.381
C 1.244 0.922 0.137
C 1.827 -0.270 0.529
C 1.221 -1.030 1.506
C 0.018 -0.606 2.082
O -0.545 -1.471 2.969
C -1.883 -1.247 3.366
C -2.870 -1.190 2.185
O -3.902 -0.558 2.253
N -2.478 -1.915 1.125
C -3.121 -1.864 -0.177
C -2.405 -0.842 -1.074
C -1.114 -1.335 -1.728
C -1.361 -1.993 -3.085
C -2.033 -3.362 -3.013
C -3.360 -3.386 -2.253
C -3.181 -3.290 -0.736
C -0.537 0.616 1.706
C 0.084 1.375 0.729
H 4.950 3.531 2.035
H 5.791 2.779 0.674
H 4.730 1.808 1.699
H 2.761 3.109 0.924
H 2.986 4.673 -0.966
H 3.914 5.263 0.420
H 4.749 4.498 -0.938
H 4.201 2.063 -1.380
H 2.736 -0.590 0.047
H 1.641 -1.970 1.829
H -1.988 -0.331 3.957
H -2.140 -2.099 4.002
H -1.581 -2.376 1.165
H -4.134 -1.493 0.012
H -3.094 -0.515 -1.854
H -2.192 0.032 -0.454
H -0.586 -2.026 -1.068
H -0.452 -0.480 -1.887
H -1.974 -1.322 -3.690
H -0.403 -2.106 -3.596
H -2.210 -3.705 -4.035
H -1.349 -4.076 -2.547
H -3.854 -4.334 -2.476
H -4.013 -2.589 -2.608
H -4.003 -3.809 -0.239
H -2.262 -3.815 -0.466
H -1.456 0.969 2.146
H -0.333 2.314 0.401
*
```

Output
structure (SMILES) = CC(C)NS(=O)(=O)c1ccc(OCC(=O)NC2CCCCCC2)cc1
HOMO energy = -9.2 eV
calculated total energy = -1511.3677 Ha
ΔE to the lowest compared entry with this formula, charge and spin = 0.068 eV

Löwdin population analysis, charges in e, atoms 1 to 5: -0.055 -0.483 -0.056 -0.116 0.643

Entry 3:
The following is a quantum chemistry calculation of a 2-piece molecular cluster, C3H9NO2 overall, from OMol25.

```
! RIJCOSX wB97M-V def2-TZVPD def2/J DEFGRID3
* xyz 0 1
C -1.323 0.293 -1.055
O -2.606 0.224 -0.435
C -0.275 -0.133 -0.051
C 1.104 0.350 -0.617
O 1.310 -0.031 -1.915
N -0.763 0.304 1.238
H -1.348 -0.318 -2.004
H -1.175 1.363 -1.364
H -2.308 0.539 0.520
H -0.191 -1.253 -0.153
H 1.799 -0.053 0.246
H 1.081 1.453 -0.576
H 2.660 -1.542 2.038
H 2.090 -1.975 2.335
H -0.055 0.780 1.792
*
```

Output
HOMO energy = -9.3 eV
calculated total energy = -324.6419 Ha
ΔE to the lowest compared entry with this formula, charge and spin = 9.000 eV

Löwdin population analysis, charges in e, atoms 1 to 5: -0.263 -0.111 -0.370 -0.319 -0.050

Entry 4:
The following is a quantum chemistry calculation of C15H24N4ORhS4 as an isolated structure, from OMol25.

```
! RIJCOSX wB97M-V def2-TZVPD def2/J DEFGRID3
* xyz 3 1
Rh 0.114 0.330 -0.457
C -2.845 -0.057 -1.814
C -3.075 0.121 -0.326
S -1.842 1.209 0.454
C -2.121 2.788 -0.437
C -0.826 3.432 -0.896
S 0.292 2.296 -1.768
C -0.651 1.906 -3.287
C -0.630 0.420 -3.572
S -1.128 -0.590 -2.148
H -3.049 0.848 -2.382
H -3.490 -0.844 -2.206
H -2.964 -0.821 0.212
H -4.074 0.507 -0.122
H -2.640 3.446 0.261
H -2.797 2.598 -1.268
H -0.243 3.803 -0.055
H -1.021 4.284 -1.550
H -0.170 2.452 -4.099
H -1.663 2.292 -3.182
H 0.371 0.060 -3.818
H -1.288 0.157 -4.402
C 4.375 0.253 -0.354
S 2.858 -0.609 -0.008
O 1.934 -0.279 -1.224
C 2.108 0.415 1.263
C 1.919 -0.133 2.530
C 1.353 0.647 3.521
C 0.967 1.964 3.254
C 1.162 2.510 2.001
C 1.732 1.742 0.975
H 4.180 1.290 -0.621
H 4.864 -0.279 -1.169
H 4.988 0.180 0.547
H 2.221 -1.153 2.732
H 1.221 0.240 4.515
H 0.551 2.570 4.048
H 0.942 3.557 1.835
H 2.085 2.212 0.066
N -1.267 -4.701 2.156
C -0.284 -4.850 1.269
N 0.142 -6.057 0.943
N 0.327 -3.814 0.678
C 0.037 -2.592 0.626
N -0.113 -1.428 0.547
H -1.687 -5.493 2.618
H -1.529 -3.787 2.479
H -0.226 -6.895 1.366
H 0.880 -6.150 0.264
*
```

Output
HOMO energy = -18.1 eV
calculated total energy = -2582.6376 Ha
ΔE to the lowest compared entry with this formula, charge and spin = 0.064 eV

Löwdin population analysis, charges in e, atoms 1 to 5: 0.562 -0.402 -0.435 0.946 -0.402